(1)
Density functional theory data (wB97M-V/def2-TZVPD) for C24H34BF2N3OP2RhSi as an isolated structure.

Spin multiplicity: 5
Frontier orbital gap (spin up / spin down), hartree: 0.26783 / 0.22007
ΔE to the lowest compared entry with this formula, charge and spin, kJ/mol: 0.0
Charge: +1
<S²>: 6.04

Last column: Löwdin charge in e.
CARTESIAN COORDINATES (ANGSTROEM)
Rh 0.27 -0.34 -0.07  0.82
C 3.72 -0.49 0.03  -0.20
P 2.33 -0.84 -1.10  0.85
C 2.85 -2.42 -1.83  -0.22
C 2.58 0.41 -2.41  -0.36
C 3.36 0.19 -3.54  -0.07
C 3.51 1.19 -4.49  -0.05
C 2.90 2.42 -4.30  -0.05
C 2.13 2.65 -3.18  -0.07
C 1.94 1.64 -2.24  -0.37
P 0.87 1.88 -0.78  0.88
C 1.74 3.20 0.14  -0.22
C -0.59 2.73 -1.42  -0.25
H 4.66 -0.63 -0.50  0.06
H 3.67 -1.17 0.89  0.06
H 3.66 0.54 0.40  0.03
H 3.90 -2.36 -2.11  0.05
H 2.24 -2.65 -2.71  0.06
H 2.71 -3.21 -1.09  0.05
H 3.86 -0.76 -3.69  0.10
H 4.11 1.01 -5.37  0.12
H 3.03 3.20 -5.04  0.12
H 1.66 3.62 -3.05  0.11
H 1.82 4.08 -0.49  0.06
H 2.74 2.88 0.44  0.04
H 1.17 3.46 1.04  0.06
H -0.32 3.66 -1.92  0.06
H -1.25 2.94 -0.58  0.02
H -1.11 2.07 -2.11  0.05
C 2.39 1.11 4.97  -0.07
C 1.42 0.20 5.37  -0.07
C 0.60 -0.41 4.45  -0.01
C 0.74 -0.11 3.08  -0.25
C 1.71 0.81 2.69  -0.07
C 2.53 1.41 3.62  -0.08
N -0.05 -0.72 2.11  -0.04
N -0.98 -1.51 2.53  0.08
C -1.69 -2.37 1.82  -0.25
C -2.82 -2.93 2.46  0.02
C -3.69 -3.72 1.77  -0.03
C -3.45 -3.99 0.41  -0.04
C -2.31 -3.52 -0.16  -0.03
N -1.40 -2.78 0.53  0.14
H 3.03 1.59 5.71  0.11
H 1.30 -0.03 6.42  0.11
H -0.16 -1.12 4.75  0.11
H 1.80 1.03 1.64  0.02
H 3.29 2.12 3.31  0.11
H -2.98 -2.66 3.49  0.13
H -4.57 -4.12 2.26  0.12
H -4.13 -4.59 -0.18  0.12
H -2.05 -3.76 -1.18  0.14
F 1.00 -2.92 0.71  0.16
B -0.05 -2.57 -0.08  -0.93
F 0.05 -2.99 -1.37  0.16
C -3.45 2.40 -0.83  -0.19
Si -3.25 0.52 -0.62  0.28
C -3.89 -0.35 -2.18  -0.16
C -4.50 0.12 0.77  -0.16
O -1.78 0.02 -0.23  -0.42
H -4.51 2.64 -0.87  0.04
H -3.00 2.77 -1.75  0.01
H -3.02 2.94 0.02  0.03
H -4.90 -0.01 -2.41  0.03
H -3.91 -1.43 -2.03  0.02
H -3.25 -0.14 -3.04  0.02
H -5.42 0.67 0.59  0.03
H -4.09 0.42 1.74  0.03
H -4.72 -0.95 0.79  0.01



(2)
Density functional theory data (wB97M-V/def2-TZVPD) for a 2-piece molecular cluster, C4H13N2O overall.

Frontier orbital gap, hartree: 0.32562
ΔE to the lowest compared entry with this formula, charge and spin, kJ/mol: 156.9
Charge: +1

Last column: Löwdin charge in e.
CARTESIAN COORDINATES (ANGSTROEM)
C 0.82 0.12 0.08  -0.15
C 0.18 -1.21 -0.25  -0.15
C -1.12 -1.20 -1.01  -0.41
C -2.12 -2.06 -0.83  0.06
N -1.25 -0.10 -1.90  0.07
N 0.25 0.65 1.37  0.19
H 1.88 -0.06 0.21  0.13
H 0.73 0.94 -0.63  0.13
H 0.88 -1.82 -0.79  0.13
H 0.05 -1.80 0.64  0.12
H -3.09 -1.99 -1.30  0.07
H -2.05 -2.81 -0.08  0.06
H -2.17 0.16 -2.20  0.09
H -0.56 -0.05 -2.64  0.10
H 0.56 0.09 2.16  0.17
H 0.66 1.57 1.57  0.11
H -0.77 0.66 1.27  0.18
H 2.16 3.60 1.85  0.09
H 2.90 2.58 1.03  0.08
O 2.04 2.73 1.45  -0.04



Look up the charge of the first one.
+1



What is the ΔE to the lowest compared entry with this formula, charge and spin in the second record?
156.9 kJ/mol



Which formula does entry 1 have?
C24H34BF2N3OP2RhSi



Which formula does entry 1 have?
C24H34BF2N3OP2RhSi